C40H33Cl3F3N4O3PSTc as an isolated structure, computed with ωB97M-V/def2-TZVPD.

The geometry in ORCA input format:
```
! wB97M-V def2-TZVPD RIJCOSX def2/J DEFGRID3
* xyz 2 2
Tc -0.222 1.595 0.995
N -1.227 1.438 -0.958
C -1.799 0.323 -1.653
C -2.923 0.530 -2.446
C -3.472 -0.503 -3.185
C -2.897 -1.765 -3.141
C -1.791 -1.986 -2.343
C -1.235 -0.952 -1.586
P 0.162 -1.444 -0.529
C 1.324 -2.302 -1.602
C 1.963 -1.531 -2.573
C 2.750 -2.148 -3.524
C 2.910 -3.526 -3.506
C 2.292 -4.286 -2.528
C 1.493 -3.683 -1.572
C -0.491 -2.561 0.725
C 0.415 -3.238 1.542
C -0.052 -4.100 2.518
C -1.417 -4.269 2.697
C -2.316 -3.591 1.889
C -1.860 -2.742 0.897
H -1.923 2.193 -0.911
H -0.462 1.828 -1.527
H -3.364 1.516 -2.491
H -4.338 -0.320 -3.800
H -3.317 -2.570 -3.722
H -1.343 -2.969 -2.300
H 1.831 -0.457 -2.572
H 3.230 -1.562 -4.291
H 3.510 -4.008 -4.260
H 2.418 -5.356 -2.516
H 1.005 -4.280 -0.816
H 1.475 -3.092 1.398
H 0.644 -4.657 3.125
H -1.781 -4.947 3.452
H -3.376 -3.746 2.012
H -2.563 -2.241 0.247
C -4.416 4.716 -4.246
C -3.497 4.697 -3.071
C -2.117 4.609 -3.249
C -1.263 4.523 -2.163
C -1.791 4.551 -0.882
C -3.153 4.697 -0.680
C -4.002 4.762 -1.772
S -0.767 4.211 0.540
O -0.412 5.371 1.275
O 0.376 3.395 0.015
O -1.594 3.222 1.312
H -3.997 4.156 -5.079
H -4.560 5.743 -4.581
H -5.393 4.315 -3.990
H -1.711 4.599 -4.248
H -0.194 4.439 -2.294
H -3.528 4.757 0.331
H -5.065 4.856 -1.617
F 7.233 -3.797 0.602
C 7.370 -2.558 1.119
F 8.368 -1.967 0.462
F 7.756 -2.718 2.390
C 6.064 -1.816 1.007
C 5.802 -0.990 -0.087
C 4.561 -0.422 -0.238
C 3.536 -0.689 0.708
C 3.846 -1.489 1.846
C 5.088 -2.050 1.977
C 2.258 -0.249 0.547
C 1.000 -0.033 0.350
H 6.579 -0.807 -0.813
H 4.339 0.210 -1.083
H 3.083 -1.652 2.590
H 5.320 -2.678 2.825
C -3.603 0.750 1.633
C -2.542 0.136 2.460
N -1.233 0.196 2.232
C -0.628 -0.507 3.247
C -1.580 -0.995 4.082
N -2.777 -0.580 3.570
H -3.478 1.832 1.635
H -4.584 0.503 2.031
H -3.537 0.393 0.606
H 0.437 -0.613 3.290
H -1.507 -1.573 4.980
H -3.679 -0.743 3.993
Cl 3.677 3.246 4.467
C 1.895 3.310 4.508
Cl 1.295 5.001 4.432
Cl 1.275 2.483 5.971
C 1.350 2.623 3.385
N 0.845 2.032 2.531
*
```

Calculated values
Maximum force: 3.74 eV/Å
Expectation value of S²: 0.77
DFT total energy: -4488.82654 a.u.


A 2-piece molecular cluster, C3H11N3O overall, computed with ωB97M-V/def2-TZVPD.

The geometry in ORCA input format:
```
! wB97M-V def2-TZVPD RIJCOSX def2/J DEFGRID3
* xyz 0 1
C -0.211 -0.711 -0.217
C -0.114 -0.869 1.250
C 0.202 0.484 0.508
H 0.450 -2.288 -1.370
H 0.958 -0.842 -1.878
H -1.256 -0.604 -0.606
H -1.048 -0.782 1.787
H 1.527 -2.030 1.079
H 0.865 -2.153 2.467
H 1.244 0.806 0.612
H -1.466 1.332 1.246
H -0.221 2.455 1.033
H -1.088 1.928 -1.386
H -0.896 1.147 -2.713
N 0.801 -1.394 -1.045
N 1.114 -1.424 1.825
N -0.728 1.612 0.550
O -0.831 2.007 -2.354
*
```

Calculated values
Maximum force: 2.76 eV/Å
SMILES string: N[C@H]1[C@H](N)[C@H]1N.O
Relative energy (zero: lowest compared OMol25 entry of this formula, charge and spin): 53.9 kcal per mole